(1)
Formula: C15H26N4O5
Source: the Open Molecules 2025 dataset
Level of theory: ωB97M-V/def2-TZVPD

The energy relative to the best compared isomer or geometry (same formula, charge and spin) is 8.081 eV. As for the SMILES: O=[N+]([O-])c1ccccc1.CN(C)C=O.CN(C)C=O.CN(C)C=O.

Last column: Mulliken charge in e.
Geometry (Å):
C 3.4994 -2.2391 1.0511  -0.52
C 2.4414 -2.7659 -0.0129  -0.33
C 1.0713 -2.1962 0.0000  -0.65
C 0.7557 -1.2162 1.0702  0.32
C 1.7900 -0.6088 2.0077  -0.60
C 3.1312 -1.2391 1.9168  -0.11
N -0.6442 -0.5995 1.2033  0.94
O -0.7868 0.3625 2.0157  -0.57
O -1.4791 -1.1054 0.6026  -0.56
H 4.6467 -2.7825 0.9861  0.21
H 2.5379 -3.5997 -0.7100  0.44
H 0.3509 -2.3348 -0.6686  0.57
H 1.4097 -0.0780 2.7531  0.62
H 3.6772 -0.6434 2.7243  0.25
C 4.7715 -3.8210 -2.8865  -0.02
O 5.1635 -3.5204 -1.7521  -0.60
N 4.8985 -3.1321 -3.9917  0.02
C 4.7385 -3.7015 -5.4012  -1.11
C 5.7124 -1.8321 -3.9065  -0.87
H 4.3495 -4.8396 -2.9366  0.44
H 4.9771 -4.6192 -5.5280  0.51
H 5.4595 -3.1930 -6.0571  0.32
H 3.8387 -3.5272 -5.7665  0.37
H 6.3193 -1.6989 -4.8988  0.28
H 6.3741 -1.9818 -2.9999  0.29
H 5.0594 -1.2319 -3.4753  0.38
C -3.4949 3.1962 4.4532  0.27
O -3.8237 4.3017 4.8913  -0.61
N -4.3540 2.1256 4.4133  0.05
C -3.9608 0.8268 3.9608  -0.93
C -5.6659 2.1820 5.1274  -1.09
H -2.4797 2.8979 3.9064  0.19
H -3.4267 0.7888 3.0507  0.30
H -4.7479 0.1566 3.9720  0.43
H -3.3132 0.0142 4.5158  0.27
H -5.9133 3.0788 5.4928  0.42
H -5.5485 1.1686 5.8744  0.25
H -6.3929 1.9277 4.5782  0.45
C -3.6968 1.9830 -2.0609  0.26
O -4.1625 2.0242 -3.2155  -0.64
N -2.7829 2.8820 -1.7083  0.11
C -2.0603 2.6610 -0.4089  -0.92
C -2.2737 4.0189 -2.5189  -1.06
H -4.0348 1.4065 -1.0672  0.20
H -2.7139 2.8236 0.3971  0.43
H -1.1292 3.3591 -0.2977  0.35
H -1.5169 1.6262 -0.2578  0.15
H -3.0520 4.1911 -3.2281  0.37
H -1.5236 3.7716 -3.3236  0.27
H -1.9951 4.7329 -1.8860  0.48

Cartesian forces (eV/Å) of the 6 atoms listed first:
C 0.053 -3.033 -3.451
C -1.634 2.847 3.075
C 5.618 2.204 5.689
C 3.405 1.531 1.001
C -0.282 -7.466 -7.169
C -2.261 3.210 2.061

(2)
Formula: C4H8FN2
Source: the Open Molecules 2025 dataset
Level of theory: ωB97M-V/def2-TZVPD

The energy relative to the best compared isomer or geometry (same formula, charge and spin) is 4.902 eV. As for the net charge: +1.

Last column: Mulliken charge in e.
Geometry (Å):
C -0.8983 -0.6541 -0.8793  0.11
C 1.5911 0.1509 1.4418  -0.54
C 0.5326 1.3333 1.4832  -0.44
C 1.1008 0.7902 0.2345  0.56
N -1.9359 0.1219 -1.2268  -0.30
N -0.6639 -1.8911 -1.2821  -0.27
F 1.6822 1.3363 -0.8539  -0.18
H 2.6432 0.3023 1.5231  0.30
H 1.3005 -0.8756 1.5058  0.25
H -0.3907 0.9675 1.7980  0.28
H 0.9646 2.2839 1.8455  0.30
H -1.8847 1.1096 -1.3928  0.24
H -2.8465 -0.2170 -1.4329  0.22
H -0.1223 -2.4460 -0.6823  0.24
H -1.0727 -2.3119 -2.0818  0.23

Cartesian forces (eV/Å) of the 6 atoms listed first:
C 1.712 2.284 0.411
C -0.043 0.068 -2.173
C 2.841 0.031 -0.828
C -1.323 0.218 -1.566
N 0.873 -1.071 -0.179
N -1.266 1.815 0.573

(3)
Formula: C5H9N4OS
Source: the Open Molecules 2025 dataset
Level of theory: ωB97M-V/def2-TZVPD

The energy relative to the best compared isomer or geometry (same formula, charge and spin) is 0.000 eV. As for the net charge: +1.

Last column: Mulliken charge in e.
Geometry (Å):
C 0.5085 -2.7118 -0.9472  -0.05
C -1.5805 0.6834 0.5787  0.58
C 1.8504 -2.0683 -1.0426  -0.46
C -0.1183 2.4138 0.8071  -0.48
C 0.0838 1.6353 -0.5108  -0.16
N -0.2350 -2.2890 0.0042  -0.32
N -1.1583 1.6317 1.4271  -0.10
N -0.9448 0.6657 -0.5680  -0.48
N 0.2843 -1.3537 0.7567  0.02
O -2.5523 -0.1158 0.9139  -0.46
S 1.7714 -0.8942 0.3458  0.15
H 0.1694 -3.4812 -1.6168  0.44
H 2.6723 -2.7684 -0.8675  0.38
H 2.0296 -1.5751 -1.9977  0.35
H 0.7775 2.4547 1.4315  0.30
H -0.4565 3.4373 0.6188  0.30
H 0.0848 2.2510 -1.4122  0.39
H 1.0623 1.0867 -0.5073  -0.04
H -1.5387 1.7939 2.3446  0.21
H -2.7099 -0.7958 0.2418  0.42

Cartesian forces (eV/Å) of the 6 atoms listed first:
C 0.894 0.304 -0.136
C 0.299 0.416 0.362
C 0.009 0.224 0.340
C 0.373 0.467 -0.149
C -0.023 0.198 0.138
N -1.604 -1.448 -0.680

(4)
Formula: C24H60CoF6N5O11S2
Source: the Open Molecules 2025 dataset
Level of theory: ωB97M-V/def2-TZVPD

As for the net charge: +1. As for the spin multiplicity: 4. As for the expectation value of S²: 3.755.

Last column: Mulliken charge in e.
Geometry (Å):
Co 10.4551 12.4729 8.8754  3.15
C 13.6779 15.3041 6.3191  0.67
F 13.7267 16.6317 6.4299  -0.17
F 13.7361 14.9181 5.0940  -0.16
F 14.6726 14.6797 6.9469  -0.24
S 12.0129 14.6785 6.9970  0.41
O 11.8921 15.0744 8.3824  -0.69
O 11.0839 15.2594 6.1199  -0.79
N 11.9790 13.0506 7.0489  -0.56
S 12.4269 11.9360 5.9379  0.57
O 11.4500 10.8645 6.1806  -0.61
O 12.7097 12.3996 4.6346  -0.59
C 13.9685 11.2130 6.6843  0.71
F 14.8942 12.1575 6.8795  -0.21
F 13.7463 10.6860 7.8867  -0.18
F 14.4415 10.2646 5.9326  -0.22
C 6.8103 9.6530 11.0246  -0.83
C 7.7362 9.2376 12.1438  -0.02
O 8.9331 8.8684 11.4753  -0.48
H 7.2615 10.5618 10.5685  -0.25
H 5.8537 9.8980 11.3920  0.54
H 6.6502 8.9382 10.2330  0.33
H 7.2923 8.3556 12.6756  0.47
H 7.8763 10.1098 12.8116  -0.05
H 9.4121 8.2849 12.0513  0.29
C 12.2619 14.2198 15.1675  -0.98
C 13.0458 14.7177 13.9628  -0.37
O 12.1817 14.9530 12.8659  0.04
H 12.8163 14.2841 16.0983  0.42
H 12.0650 13.1674 14.9873  0.17
H 11.3274 14.7298 15.3156  0.18
H 13.7948 13.9244 13.7656  0.19
H 13.4810 15.6477 14.1648  0.55
H 12.5236 15.6591 12.2086  0.11
C 11.2803 9.5197 9.2409  -0.82
O 10.2224 10.3565 8.8380  0.88
C 9.2926 9.7584 7.9880  -1.05
C 8.2297 10.8052 7.7011  -0.69
N 8.8060 12.1154 7.4149  -0.27
C 7.7889 13.1589 7.5276  -0.66
C 8.3620 14.4909 7.8215  -0.90
O 9.3978 14.3458 8.8849  0.84
C 9.6326 15.5528 9.5957  -1.53
H 10.9188 8.8486 10.0313  0.11
H 12.1299 10.1706 9.5923  -0.09
H 11.6877 8.9436 8.3868  0.35
H 8.9313 8.8130 8.4161  0.39
H 9.8570 9.5253 7.1071  0.56
H 7.5613 10.9714 8.5753  0.04
H 7.5560 10.5012 6.8745  0.47
H 9.2254 12.0937 6.5021  0.21
H 7.1615 12.9959 8.4201  0.25
H 7.0666 13.1625 6.6828  0.45
H 7.5895 15.1837 8.1088  0.47
H 9.0037 14.9439 6.9934  0.24
H 10.1210 16.2208 8.9025  0.31
H 10.2723 15.2749 10.4175  0.07
H 8.7532 16.0881 9.9294  0.54
C 14.0519 18.3760 12.0280  -1.43
C 12.9825 17.9226 10.9873  0.10
C 13.3424 18.4873 9.5875  -0.29
O 13.5171 19.8603 9.5322  -0.43
C 12.3120 20.5778 9.5927  -0.73
N 13.0631 16.4125 10.9717  -0.19
H 13.9765 17.7312 12.9487  0.25
H 13.9749 19.4041 12.3098  0.39
H 14.9925 18.2603 11.5119  0.40
H 11.9910 18.0859 11.4341  0.39
H 12.6072 18.1660 8.8151  0.27
H 14.3680 18.0251 9.3492  0.31
H 12.7223 21.6177 9.5817  0.27
H 11.7329 20.4551 10.5080  0.31
H 11.5495 20.4933 8.8020  0.29
H 13.9822 16.1463 10.6566  0.35
H 12.4179 15.9949 10.3588  -0.42
C 6.7330 13.2035 14.4284  -1.65
C 7.1139 14.2767 13.4779  0.28
C 8.2368 15.1098 14.0113  -0.50
O 8.3406 16.1821 13.0864  -0.38
C 9.2643 17.1842 13.4048  -0.47
N 7.3849 13.7669 12.1414  -0.32
H 5.7935 12.7682 14.1023  0.46
H 6.4055 13.6728 15.3988  0.45
H 7.4383 12.4118 14.5835  0.21
H 6.2647 14.9401 13.4045  0.28
H 9.2119 14.5255 14.0893  -0.16
H 7.9299 15.4677 14.9760  0.71
H 10.3116 16.7475 13.2850  -0.01
H 9.0679 17.4011 14.4778  0.41
H 9.0186 18.0317 12.7847  0.22
H 7.6259 14.5428 11.5179  -0.01
H 6.5472 13.3359 11.7241  0.29
C 10.5186 11.1884 13.0597  -1.28
C 10.6147 12.2573 11.9544  1.64
C 12.0153 12.0403 11.4180  -1.82
O 12.1943 12.6483 10.2046  0.40
C 13.5708 12.9174 9.9091  -0.64
N 9.6534 11.9697 10.8888  1.61
H 9.5892 11.4917 13.6217  -0.17
H 11.4299 11.2543 13.7050  0.47
H 10.5431 10.1362 12.6768  0.23
H 10.3707 13.2370 12.4334  -0.50
H 12.1761 10.9151 11.2983  0.37
H 12.6763 12.4562 12.1825  0.47
H 14.1770 12.0113 9.9451  0.38
H 13.8394 13.6376 10.7257  0.09
H 13.7453 13.4920 8.9784  -0.14
H 8.6966 12.3539 11.1495  -0.45
H 9.5690 10.9323 10.7387  -0.86

Cartesian forces (eV/Å) of the 6 atoms listed first:
Co -0.052 0.419 0.119
C -0.929 -0.787 1.270
F 0.232 -0.740 0.145
F 0.002 0.222 -1.934
F 0.258 0.853 0.754
S 1.316 -0.618 1.432

(5)
Formula: C13H35AuN6O
Source: the Open Molecules 2025 dataset
Level of theory: ωB97M-V/def2-TZVPD

The energy relative to the best compared isomer or geometry (same formula, charge and spin) is 0.000 eV. As for the net charge: +2.

Last column: Mulliken charge in e.
Geometry (Å):
Au -0.3609 0.0742 0.0543  0.38
N -2.2308 -4.3118 1.2664  -0.13
C -0.8245 -3.9751 1.7197  -0.89
C -0.6094 -2.4789 1.6178  0.30
N -0.8520 -1.9795 0.2391  -0.46
C -2.2150 -2.3290 -0.2235  -0.53
C -2.4839 -3.8208 -0.1417  -0.69
H -2.9038 -3.8790 1.9037  0.39
H -2.3932 -5.3188 1.3221  0.36
H -0.1528 -4.5340 1.0692  0.36
H -0.7033 -4.3306 2.7406  0.44
H 0.4015 -2.2077 1.9221  -0.19
H -1.3003 -1.9518 2.2803  0.31
H -0.1668 -2.4026 -0.3870  0.46
H -2.3490 -2.0080 -1.2533  0.39
H -2.9280 -1.7697 0.3836  0.37
H -1.8189 -4.3926 -0.7879  0.36
H -3.5133 -4.0529 -0.4057  0.41
C 2.1352 3.8000 -1.5580  -1.64
C 0.6243 3.8623 -1.7908  1.53
C -0.0201 4.9081 -0.8875  -1.80
C 0.3345 4.1734 -3.2530  -1.69
N -0.0411 2.5504 -1.5522  -0.40
N 0.1399 2.0585 -0.2118  -0.39
H 2.5945 4.7529 -1.8235  0.41
H 2.5962 3.0259 -2.1782  0.38
H 2.3997 3.6195 -0.5105  0.45
H 0.3049 5.9053 -1.1866  0.45
H 0.2678 4.7899 0.1625  0.39
H -1.1087 4.8692 -0.9694  0.43
H 0.7701 5.1354 -3.5224  0.41
H -0.7401 4.2136 -3.4329  0.42
H 0.7692 3.4166 -3.9127  0.40
H 0.3481 1.8479 -2.1705  0.33
H -0.4562 2.6213 0.3887  0.34
H 1.0989 2.1902 0.1177  0.29
C 1.5515 0.0851 4.0281  -0.89
N 2.8406 -0.1544 3.4061  0.18
C 3.8590 -0.6965 4.3061  -1.14
C 2.8534 -0.4194 2.0603  0.48
O 1.7984 -0.6993 1.4493  -0.51
N 4.0320 -0.3185 1.4066  0.11
C 5.1895 0.4209 1.9045  -1.19
C 4.1495 -0.8103 0.0415  -0.97
H 1.6892 0.7305 4.8949  0.38
H 1.0842 -0.8460 4.3706  0.29
H 0.8803 0.5767 3.3302  0.18
H 3.3994 -1.4354 4.9662  0.37
H 4.3066 0.0820 4.9247  0.31
H 4.6438 -1.1928 3.7452  0.40
H 4.9048 1.0573 2.7361  0.41
H 5.5625 1.0569 1.1012  0.40
H 5.9968 -0.2435 2.2142  0.33
H 3.3387 -1.4953 -0.1787  0.22
H 5.1014 -1.3283 -0.0762  0.39
H 4.1202 0.0184 -0.6712  0.30

Cartesian forces (eV/Å) of the 6 atoms listed first:
Au -0.131 -0.035 -0.122
N 0.076 0.119 -0.074
C -0.169 -0.054 -0.088
C -0.200 -0.026 -0.040
N 0.101 0.125 0.052
C 0.064 -0.021 0.064

(6)
Formula: CrH44O22
Source: the Open Molecules 2025 dataset
Level of theory: ωB97M-V/def2-TZVPD

The energy relative to the best compared isomer or geometry (same formula, charge and spin) is 0.009 eV. As for the net charge: +3. As for the spin multiplicity: 4. As for the expectation value of S²: 3.763.

Last column: Mulliken charge in e.
Geometry (Å):
Cr -14.1360 -3.5595 0.7782  1.29
O -17.6777 -5.3799 0.5037  -0.53
H -17.5924 -6.1576 1.0552  0.25
H -18.0925 -5.6985 -0.2979  0.27
O -14.2120 -5.5839 0.2394  -0.13
H -14.8068 -6.2674 0.5480  0.04
H -13.5049 -6.0598 -0.1961  0.37
O -14.3308 -1.6507 -0.1979  -0.03
H -14.6113 -0.7525 -0.0223  0.24
H -13.9252 -1.6105 -1.0640  0.17
O -16.0730 -2.3772 4.3531  -0.50
H -15.8764 -2.1439 5.2603  0.25
H -16.9141 -2.8318 4.3991  0.25
O -10.4298 -3.6099 3.4113  -0.56
H -10.6851 -2.7778 3.8096  0.25
H -9.5503 -3.7780 3.7495  0.26
O -11.7489 -1.6420 1.2090  -0.36
H -11.9463 -0.7153 1.3444  0.08
H -10.9093 -1.6439 0.7494  0.25
O -12.5138 -4.3229 1.8426  0.47
H -12.2929 -5.2540 1.8214  0.07
H -11.7407 -3.9013 2.2177  0.03
O -13.5511 -1.0892 -2.7381  -0.51
H -13.1184 -0.2389 -2.8157  0.25
H -13.8470 -1.2899 -3.6260  0.23
O -15.1330 -3.9371 -1.8546  -0.40
H -14.7155 -4.0176 -2.7122  0.22
H -16.0233 -4.2617 -1.9896  0.20
O -11.9833 -6.8095 2.5145  -0.49
H -11.0827 -7.1326 2.5413  0.25
H -12.5136 -7.5530 2.8015  0.24
O -14.1474 -4.5572 5.1551  -0.57
H -14.0994 -3.7594 5.6818  0.26
H -13.2869 -4.9639 5.2567  0.29
O -12.2949 1.0613 1.1676  -0.63
H -11.5416 1.4577 0.7300  0.28
H -13.0534 1.5079 0.7914  0.24
O -18.0901 -1.2028 0.4247  -0.54
H -18.6644 -0.5795 0.8695  0.29
H -18.6438 -1.6032 -0.2456  0.26
O -16.1720 -3.2903 0.6297  0.16
H -16.7229 -4.0231 0.9052  0.04
H -16.7892 -2.5826 0.4442  0.14
O -15.0670 -4.6762 2.6439  -0.26
H -14.6155 -4.4807 3.4650  0.23
H -15.8045 -5.2293 2.9014  0.11
O -15.6815 -7.3168 1.6825  -0.55
H -15.6939 -7.9870 0.9991  0.27
H -15.7117 -7.8097 2.5025  0.25
O -10.2988 -2.1451 -1.3498  -0.56
H -9.3606 -2.2222 -1.1765  0.28
H -10.3995 -1.2791 -1.7449  0.26
O -12.0232 -6.3930 -0.9516  -0.55
H -11.3222 -6.3953 -0.2997  0.26
H -11.8158 -7.1274 -1.5294  0.24
O -12.9409 -0.1135 3.6780  -0.64
H -13.0299 0.5905 3.0356  0.29
H -13.5846 0.0962 4.3547  0.32
O -12.5732 -3.5540 -0.6376  -0.28
H -11.8264 -2.9586 -0.7016  0.07
H -12.3663 -4.2646 -1.2445  0.17
O -14.2245 -2.3094 2.5506  0.45
H -14.9282 -2.2494 3.1968  0.19
H -13.5832 -1.6573 2.8330  -0.12
O -15.2933 0.6767 0.5387  -0.57
H -15.1652 1.5101 0.0856  0.31
H -16.2250 0.4854 0.4304  0.19

Cartesian forces (eV/Å) of the 6 atoms listed first:
Cr 1.125 -0.184 0.370
O 0.019 -0.090 0.139
H 0.014 -0.366 0.303
H -0.295 0.044 -0.300
O -0.547 1.164 0.111
H -0.616 0.158 0.999

no.,E (hartree)
1,-1181.9780
2,-366.1674
3,-888.0244
4,-4829.8780
5,-1055.2638
6,-2725.3688